[1]
41
Properties=species:S:1:pos:R:3 method="wB97M-V/def2-TZVPD" relative_energy_kcal_mol=14.5 orbital_gap_ev=9.3 smiles=NCC[C@H](N)CN.O.O.O.O.O.O.O
N -1.02 1.12 1.10
C -0.13 1.71 0.08
C -0.49 1.31 -1.39
C -0.59 -0.21 -1.59
N 0.36 -0.98 -0.75
C -0.50 -0.48 -3.09
N -0.57 -1.91 -3.46
H -0.57 0.33 1.59
H -1.85 0.71 0.65
H 0.83 1.28 0.35
H -0.02 2.79 0.27
H -1.47 1.74 -1.67
H 0.23 1.82 -2.01
H -1.60 -0.53 -1.30
H 0.32 -1.97 -0.97
H 1.30 -0.59 -0.96
H -1.32 0.16 -3.52
H 0.37 0.03 -3.43
H -1.57 -2.13 -3.45
H -0.19 -2.02 -4.39
O 2.05 -0.39 2.46
H 1.20 -0.28 2.05
H 2.23 0.52 2.79
O -1.77 2.51 3.38
H -1.89 1.82 4.04
H -1.34 2.23 2.54
O 1.42 2.17 2.54
H 0.59 2.43 2.98
H 2.06 2.80 2.88
O 3.47 -2.07 0.84
H 3.97 -1.26 0.96
H 3.11 -2.18 1.73
O -2.30 -2.72 1.74
H -1.78 -3.52 1.90
H -1.55 -2.12 1.54
O -3.63 -1.36 -0.17
H -4.16 -1.33 0.63
H -2.75 -1.67 0.01
O 3.00 0.61 -2.02
H 3.08 0.18 -2.87
H 3.45 1.45 -2.02

[2]
13
Properties=species:S:1:pos:R:3 method="wB97M-V/def2-TZVPD" relative_energy_kcal_mol=128.7 orbital_gap_ev=10.3 smiles="CC1=NC1.C#C"
C 2.18 -1.05 0.05
C 1.04 0.03 0.19
N -0.14 0.00 0.55
C 0.26 1.34 0.10
H 1.58 -2.01 0.29
H 2.81 -0.96 0.90
H 2.74 -1.14 -0.93
H 0.35 1.95 0.99
H -0.16 1.57 -0.90
C -3.20 0.18 -0.02
C -2.26 0.03 -0.74
H -3.67 0.14 0.89
H -1.53 -0.09 -1.38

[3]
71
Properties=species:S:1:pos:R:3 method="wB97M-V/def2-TZVPD" orbital_gap_ev=6.7
C -0.73 -3.75 -1.06
C 0.36 -3.49 -0.04
C 1.33 -4.66 -0.07
O 1.00 -2.28 -0.38
B 1.54 -1.79 0.87
C 3.11 -2.37 0.85
C 3.69 -2.83 2.02
C 4.93 -3.49 1.98
C 5.57 -3.71 0.75
C 4.97 -3.25 -0.42
C 3.76 -2.54 -0.37
C 1.56 -0.15 1.04
C 2.60 0.40 1.88
C 0.70 0.73 0.24
O 0.87 -2.39 2.01
C -0.15 -3.20 1.47
C -1.46 -2.42 1.43
C -0.30 -4.43 2.35
H -1.31 -4.63 -0.76
H -1.40 -2.88 -1.17
H -0.26 -3.95 -2.03
H 0.78 -5.60 0.08
H 1.83 -4.70 -1.05
H 2.11 -4.57 0.71
H 3.20 -2.66 2.98
H 5.38 -3.83 2.91
H 6.52 -4.24 0.72
H 5.44 -3.41 -1.39
H 3.32 -2.15 -1.29
H 2.77 -0.23 2.76
H 3.56 0.43 1.34
H 2.33 1.41 2.22
H 1.21 1.70 0.20
H 0.66 0.32 -0.78
H -2.30 -3.09 1.21
H -1.64 -1.93 2.40
H -1.42 -1.65 0.64
H -1.09 -5.07 1.95
H 0.63 -5.00 2.42
H -0.60 -4.12 3.36
C -3.81 5.83 -6.04
O -3.36 4.48 -5.83
C -3.05 4.07 -4.57
C -2.62 2.73 -4.41
C -2.28 2.25 -3.16
C -2.32 3.09 -2.03
C -1.81 2.63 -0.75
O -1.48 3.64 0.12
C -1.20 3.31 1.44
C -0.76 2.04 1.78
C -0.34 1.81 3.09
C -0.57 2.76 4.08
C -1.11 4.01 3.73
C -1.35 4.32 2.40
C -0.70 0.97 0.72
C -1.60 1.33 -0.43
C -2.78 4.41 -2.19
C -3.13 4.91 -3.42
H -4.03 5.87 -7.11
H -4.72 6.05 -5.47
H -3.03 6.56 -5.79
H -2.57 2.10 -5.30
H -1.94 1.23 -3.05
H 0.15 0.85 3.31
H -0.32 2.53 5.12
H -1.33 4.74 4.51
H -1.66 5.31 2.08
H -1.08 0.05 1.16
H -1.94 0.56 -1.11
H -2.85 5.07 -1.32
H -3.47 5.95 -3.52

[4]
116
Properties=species:S:1:pos:R:3 method="wB97M-V/def2-TZVPD" relative_energy_kcal_mol=0.0 total_charge=-1 orbital_gap_ev=8.0
Ag 0.22 -0.94 -3.32
O -1.11 0.12 -1.57
C -0.53 -0.39 -0.42
C 0.98 -0.72 -0.43
O 1.47 -1.60 -1.44
H -1.08 -1.31 -0.15
H -0.68 0.29 0.43
H 1.37 -1.02 0.55
H 1.53 0.22 -0.55
C 1.16 2.28 2.43
C 0.55 1.92 3.80
C 0.34 0.40 4.04
O 1.49 -0.34 3.58
C 1.33 -1.73 3.58
N 1.38 2.45 4.85
H 0.81 3.28 2.16
H 0.79 1.67 1.60
H 2.25 2.32 2.46
H -0.45 2.33 3.96
H -0.48 -0.01 3.45
H 0.04 0.12 5.06
H 2.25 -2.12 3.12
H 0.46 -2.18 3.09
H 1.21 -2.22 4.55
H 2.35 2.18 4.69
H 1.41 3.46 4.77
C -4.84 2.95 -2.88
C -4.88 2.24 -1.51
C -5.52 0.85 -1.62
O -5.58 0.44 -0.26
C -5.85 -0.91 0.00
N -3.51 2.26 -1.02
H -5.82 3.17 -3.30
H -4.28 2.33 -3.59
H -4.13 3.78 -2.90
H -5.58 2.83 -0.91
H -4.83 0.17 -2.15
H -6.48 0.83 -2.15
H -6.77 -1.33 -0.42
H -6.01 -0.98 1.08
H -5.06 -1.59 -0.30
H -2.92 1.83 -1.73
H -3.52 1.43 -0.42
C 6.36 -0.02 -2.36
C 4.82 0.01 -2.49
O 4.32 -0.65 -1.32
H 6.91 -0.17 -3.28
H 6.66 -0.82 -1.68
H 6.72 0.93 -1.96
H 4.56 -0.44 -3.44
H 4.50 1.05 -2.44
H 3.36 -0.78 -1.34
C -2.42 -3.31 -2.59
O -3.07 -4.27 -2.98
N -2.85 -2.05 -2.73
N -1.21 -3.44 -1.99
H -3.63 -1.80 -3.30
H -2.41 -1.28 -2.22
H -1.02 -4.42 -1.83
H -0.86 -2.75 -1.34
C 2.53 -4.39 0.96
O 3.15 -5.24 1.62
N 1.24 -4.57 0.59
N 3.14 -3.34 0.38
H 0.91 -3.86 -0.05
H 0.77 -5.41 0.87
H 4.09 -3.10 0.60
H 2.57 -2.73 -0.18
C 1.94 3.90 -0.64
O 2.65 4.88 -0.45
N 2.46 2.65 -0.70
N 0.63 3.86 -1.00
H 3.43 2.49 -0.89
H 1.85 1.87 -0.59
H 0.19 4.77 -1.06
H 0.06 3.04 -1.05
C -2.77 -1.80 2.91
O -2.45 -2.99 2.82
N -2.81 -1.12 4.09
N -3.17 -1.09 1.86
H -3.04 -0.14 4.10
H -2.63 -1.64 4.93
H -3.60 -0.18 1.92
H -3.02 -1.44 0.93
C 3.66 -4.46 -2.55
O 4.09 -5.56 -2.91
N 4.45 -3.36 -2.34
N 2.35 -4.16 -2.44
H 4.01 -2.56 -1.93
H 5.43 -3.58 -2.31
H 2.08 -3.28 -2.02
H 1.65 -4.85 -2.66
C -1.60 1.64 -4.73
O -1.58 1.95 -5.91
N -2.29 0.56 -4.20
N -1.10 2.37 -3.72
H -2.30 0.35 -3.22
H -2.41 -0.21 -4.85
H -0.69 3.27 -3.92
H -1.10 1.96 -2.80
C 4.66 1.05 2.79
O 4.48 1.54 3.91
N 3.76 0.25 2.19
N 5.75 1.29 2.04
H 2.88 0.21 2.72
H 3.86 0.14 1.20
H 5.83 0.93 1.11
H 6.47 1.84 2.48
C -2.95 2.61 3.06
O -2.72 1.69 3.84
N -3.93 3.53 3.20
N -2.37 2.71 1.82
H -4.03 4.13 2.40
H -4.56 3.56 3.97
H -2.49 3.44 1.15
H -1.64 2.03 1.71

[5]
47
Properties=species:S:1:pos:R:3 method="wB97M-V/def2-TZVPD" total_charge=+1 orbital_gap_ev=7.7
C 4.56 -1.81 1.56
C 4.40 -0.22 1.74
P 3.09 0.25 0.44
C 3.84 -0.36 -1.17
N 2.84 2.07 0.43
S 2.86 2.47 2.18
C 1.44 2.42 -0.03
C 0.32 1.41 0.42
C -0.32 1.41 1.74
C -1.36 0.48 2.18
C -1.81 -0.54 1.22
C -1.24 -0.56 -0.14
C -0.18 0.40 -0.56
C 0.33 0.27 -2.03
O 3.90 2.84 -0.06
C 3.94 3.00 -1.41
N 3.99 2.96 -2.56
H 3.56 -2.26 1.25
H 5.33 -2.08 0.80
H 4.78 -2.25 2.57
H 4.00 -0.09 2.79
H 5.37 0.33 1.58
H 4.95 -0.49 -1.07
H 3.42 -1.38 -1.40
H 3.60 0.28 -2.06
H 2.45 3.79 2.26
H 1.29 2.51 -1.14
H 1.14 3.42 0.41
H 0.05 2.16 2.49
H -1.77 0.53 3.22
H -2.59 -1.27 1.58
H -1.65 -1.34 -0.83
H -0.44 -0.35 -2.59
H 0.32 1.28 -2.52
H 1.29 -0.29 -2.13
C -5.16 -2.45 0.29
C -5.94 -1.23 -0.20
C -6.01 -1.15 -1.73
C -4.64 -1.05 -2.30
N -3.57 -0.97 -2.73
H -4.12 -2.42 -0.03
H -5.16 -2.48 1.38
H -5.61 -3.37 -0.08
H -5.47 -0.32 0.19
H -6.95 -1.27 0.20
H -6.58 -0.27 -2.04
H -6.50 -2.03 -2.14

[6]
43
Properties=species:S:1:pos:R:3 method="wB97M-V/def2-TZVPD" relative_energy_kcal_mol=0.0 orbital_gap_ev=9.1 smiles=c1ccc(Cn2c(CN3CCCC3)nc3ccccc32)cc1
C 3.40 2.03 -2.92
C 2.19 2.15 -3.59
C 1.01 1.80 -2.95
C 1.03 1.34 -1.64
C -0.26 0.97 -0.94
N -0.10 -0.22 -0.14
C -0.12 -0.37 1.22
C -0.43 0.72 2.19
N -1.83 0.71 2.56
C -2.15 1.61 3.65
C -3.68 1.75 3.61
C -4.09 1.12 2.27
C -2.77 1.02 1.51
N 0.15 -1.59 1.60
C 0.37 -2.31 0.46
C 0.69 -3.65 0.27
C 0.86 -4.09 -1.02
C 0.72 -3.24 -2.12
C 0.40 -1.90 -1.96
C 0.22 -1.45 -0.66
C 2.24 1.23 -0.98
C 3.42 1.57 -1.62
H 4.32 2.30 -3.42
H 2.16 2.51 -4.61
H 0.07 1.89 -3.47
H -1.05 0.80 -1.68
H -0.58 1.79 -0.30
H 0.15 0.52 3.09
H -0.11 1.71 1.78
H -1.79 1.18 4.59
H -1.67 2.59 3.52
H -3.97 2.80 3.67
H -4.15 1.23 4.45
H -4.83 1.71 1.74
H -4.49 0.12 2.43
H -2.78 0.23 0.75
H -2.54 1.99 1.01
H 0.80 -4.30 1.12
H 1.11 -5.13 -1.20
H 0.87 -3.63 -3.11
H 0.30 -1.24 -2.81
H 2.27 0.87 0.04
H 4.36 1.48 -1.10

[7]
99
Properties=species:S:1:pos:R:3 method="wB97M-V/def2-TZVPD" relative_energy_kcal_mol=245.6 orbital_gap_ev=6.0
O 1.14 3.48 0.48
H 1.71 3.47 1.26
H 1.07 2.57 0.19
H 1.48 4.07 -0.19
C 0.20 -0.41 -1.85
O -0.76 0.21 -1.06
O 1.40 0.27 -1.43
C -0.06 -1.94 -1.90
F 1.10 -2.49 -2.35
F -0.10 -2.51 -0.67
F -1.05 -2.47 -2.64
C -2.06 0.37 -1.61
C -2.88 0.99 -0.54
H -2.33 1.65 0.14
H -3.75 1.48 -1.00
H -3.12 0.15 0.11
H -2.61 -0.35 -2.22
H -2.01 1.17 -2.34
H 0.03 0.08 -2.81
C 5.13 -4.40 2.93
O 6.23 -4.76 2.71
N 4.02 -5.13 3.06
N 4.90 -3.13 3.20
H 3.15 -4.65 2.89
H 4.01 -6.13 2.90
H 5.75 -2.65 3.45
H 4.05 -2.99 3.73
C -3.83 5.80 -2.14
O -2.67 5.62 -1.84
N -4.63 6.41 -1.34
N -4.30 5.48 -3.33
H -5.48 6.82 -1.69
H -4.35 6.73 -0.43
H -5.11 5.90 -3.76
H -3.77 4.78 -3.84
C -0.21 0.19 4.91
O -0.60 1.27 5.13
N -0.51 -0.41 3.80
N 0.59 -0.43 5.68
H -0.44 -1.41 3.63
H -1.03 0.10 3.11
H 0.63 -1.43 5.62
H 1.07 0.08 6.41
C 6.93 -0.17 -3.20
O 8.10 -0.21 -3.55
N 6.28 -1.15 -2.57
N 6.21 0.95 -3.22
H 6.85 -1.96 -2.35
H 5.29 -1.15 -2.36
H 6.64 1.79 -3.57
H 5.29 0.82 -2.81
C 5.21 2.13 2.96
O 4.20 2.80 2.89
N 5.62 1.49 1.92
N 6.02 2.25 4.00
H 5.08 1.39 1.08
H 6.51 1.01 1.99
H 5.70 2.79 4.80
H 6.61 1.44 4.13
C -2.00 -1.27 -7.44
O -2.32 -0.69 -8.47
N -0.75 -1.29 -7.07
N -2.63 -2.03 -6.72
H -0.15 -0.73 -7.66
H -0.48 -1.81 -6.25
H -3.64 -1.95 -6.75
H -2.23 -2.92 -6.46
C -0.74 -6.20 4.65
O -0.63 -5.30 3.81
N -1.78 -6.85 4.73
N 0.16 -6.72 5.37
H -2.02 -7.46 5.50
H -2.48 -6.34 4.21
H 0.25 -7.67 5.70
H 1.08 -6.32 5.30
C -4.95 -3.55 1.23
O -5.90 -3.74 0.56
N -5.09 -2.87 2.28
N -3.68 -3.89 1.07
H -6.07 -2.63 2.42
H -4.38 -2.75 2.98
H -3.61 -4.52 0.29
H -2.97 -3.73 1.77
C -5.75 4.28 3.29
O -6.31 5.32 3.29
N -6.26 3.08 2.88
N -4.56 4.10 3.67
H -5.59 2.36 2.64
H -7.24 3.03 2.66
H -4.25 3.14 3.76
H -3.93 4.86 3.87
C 1.63 3.83 -6.02
O 1.52 4.82 -6.58
N 2.32 2.78 -6.41
N 1.24 3.64 -4.78
H 2.92 2.26 -5.78
H 2.60 2.84 -7.37
H 0.83 4.46 -4.36
H 1.28 2.74 -4.33

[8]
51
Properties=species:S:1:pos:R:3 method="wB97M-V/def2-TZVPD" total_charge=-1 orbital_gap_ev=6.3
C -0.51 -0.31 2.05
O 0.76 -0.01 2.60
B 0.79 -0.11 4.01
O 2.12 -0.26 4.55
In -0.95 -0.01 5.48
H -0.71 -1.39 2.02
H -0.47 0.00 1.00
H -1.34 0.23 2.51
H 2.27 0.57 4.99
H -1.53 -1.66 5.90
H -0.34 0.72 7.03
H -2.32 1.01 4.94
C -2.78 -1.80 -2.41
C -2.52 -3.28 -2.17
C -1.99 -3.28 -0.75
O -2.62 -2.18 -0.08
C -3.27 -1.35 -1.04
H -3.50 -1.60 -3.20
H -1.85 -1.30 -2.66
H -3.46 -3.84 -2.22
H -1.83 -3.73 -2.88
H -0.91 -3.12 -0.73
H -2.21 -4.21 -0.21
H -4.35 -1.50 -0.93
H -3.04 -0.31 -0.83
C -3.37 2.81 -5.73
C -1.98 2.35 -5.32
C -2.30 1.20 -4.38
O -3.53 0.63 -4.84
C -4.13 1.50 -5.81
H -3.40 3.37 -6.66
H -3.80 3.45 -4.95
H -1.44 1.98 -6.20
H -1.38 3.13 -4.85
H -2.45 1.55 -3.36
H -1.52 0.43 -4.38
H -4.03 1.04 -6.79
H -5.19 1.61 -5.59
C 5.15 -0.22 2.92
C 5.62 1.07 2.28
C 6.09 1.87 3.49
O 6.55 0.91 4.45
C 6.16 -0.40 4.04
H 5.12 -1.07 2.24
H 4.15 -0.09 3.34
H 6.47 0.88 1.61
H 4.85 1.59 1.71
H 5.26 2.43 3.94
H 6.89 2.57 3.25
H 7.05 -0.93 3.69
H 5.75 -0.94 4.90

[9]
14
Properties=species:S:1:pos:R:3 method="wB97M-V/def2-TZVPD" relative_energy_kcal_mol=25.0 total_charge=-1 orbital_gap_ev=7.5
C 0.82 0.03 -0.82
O -0.16 0.96 -0.59
C 1.87 0.09 0.29
H 0.37 -1.02 -0.62
H 1.12 0.10 -1.93
H 1.54 -0.34 1.23
H 2.76 -0.57 0.20
H 2.25 1.10 0.49
H -2.49 -0.40 -0.24
H -1.81 -0.15 -1.36
O -2.70 -0.49 -1.22
H -1.27 0.06 2.26
H -0.67 0.42 0.91
O -1.62 0.21 1.40

What did the seventh record say?
99
Properties=species:S:1:pos:R:3 method="wB97M-V/def2-TZVPD" relative_energy_kcal_mol=245.6 orbital_gap_ev=6.0
O 1.14 3.48 0.48
H 1.71 3.47 1.26
H 1.07 2.57 0.19
H 1.48 4.07 -0.19
C 0.20 -0.41 -1.85
O -0.76 0.21 -1.06
O 1.40 0.27 -1.43
C -0.06 -1.94 -1.90
F 1.10 -2.49 -2.35
F -0.10 -2.51 -0.67
F -1.05 -2.47 -2.64
C -2.06 0.37 -1.61
C -2.88 0.99 -0.54
H -2.33 1.65 0.14
H -3.75 1.48 -1.00
H -3.12 0.15 0.11
H -2.61 -0.35 -2.22
H -2.01 1.17 -2.34
H 0.03 0.08 -2.81
C 5.13 -4.40 2.93
O 6.23 -4.76 2.71
N 4.02 -5.13 3.06
N 4.90 -3.13 3.20
H 3.15 -4.65 2.89
H 4.01 -6.13 2.90
H 5.75 -2.65 3.45
H 4.05 -2.99 3.73
C -3.83 5.80 -2.14
O -2.67 5.62 -1.84
N -4.63 6.41 -1.34
N -4.30 5.48 -3.33
H -5.48 6.82 -1.69
H -4.35 6.73 -0.43
H -5.11 5.90 -3.76
H -3.77 4.78 -3.84
C -0.21 0.19 4.91
O -0.60 1.27 5.13
N -0.51 -0.41 3.80
N 0.59 -0.43 5.68
H -0.44 -1.41 3.63
H -1.03 0.10 3.11
H 0.63 -1.43 5.62
H 1.07 0.08 6.41
C 6.93 -0.17 -3.20
O 8.10 -0.21 -3.55
N 6.28 -1.15 -2.57
N 6.21 0.95 -3.22
H 6.85 -1.96 -2.35
H 5.29 -1.15 -2.36
H 6.64 1.79 -3.57
H 5.29 0.82 -2.81
C 5.21 2.13 2.96
O 4.20 2.80 2.89
N 5.62 1.49 1.92
N 6.02 2.25 4.00
H 5.08 1.39 1.08
H 6.51 1.01 1.99
H 5.70 2.79 4.80
H 6.61 1.44 4.13
C -2.00 -1.27 -7.44
O -2.32 -0.69 -8.47
N -0.75 -1.29 -7.07
N -2.63 -2.03 -6.72
H -0.15 -0.73 -7.66
H -0.48 -1.81 -6.25
H -3.64 -1.95 -6.75
H -2.23 -2.92 -6.46
C -0.74 -6.20 4.65
O -0.63 -5.30 3.81
N -1.78 -6.85 4.73
N 0.16 -6.72 5.37
H -2.02 -7.46 5.50
H -2.48 -6.34 4.21
H 0.25 -7.67 5.70
H 1.08 -6.32 5.30
C -4.95 -3.55 1.23
O -5.90 -3.74 0.56
N -5.09 -2.87 2.28
N -3.68 -3.89 1.07
H -6.07 -2.63 2.42
H -4.38 -2.75 2.98
H -3.61 -4.52 0.29
H -2.97 -3.73 1.77
C -5.75 4.28 3.29
O -6.31 5.32 3.29
N -6.26 3.08 2.88
N -4.56 4.10 3.67
H -5.59 2.36 2.64
H -7.24 3.03 2.66
H -4.25 3.14 3.76
H -3.93 4.86 3.87
C 1.63 3.83 -6.02
O 1.52 4.82 -6.58
N 2.32 2.78 -6.41
N 1.24 3.64 -4.78
H 2.92 2.26 -5.78
H 2.60 2.84 -7.37
H 0.83 4.46 -4.36
H 1.28 2.74 -4.33